(1)
Molecular formula: C19H36KNO5SSb2
Method: DFT, ωB97M-V with the def2-TZVPD basis set

Structure (ORCA input):
```
! wB97M-V def2-TZVPD RIJCOSX def2/J DEFGRID3
* xyz -2 1
Sb -1.020 -2.909 -0.139
Sb 2.354 -1.486 -1.279
K -0.012 0.345 1.205
S 0.303 3.462 0.576
O -0.397 3.724 -0.704
O 0.853 4.692 1.160
O -0.690 2.834 1.534
O 1.381 2.445 0.357
O -1.407 0.470 -0.936
N -2.853 2.186 -1.305
C 1.986 -4.143 -2.918
C 2.925 -6.390 -2.715
C -1.793 1.421 -1.605
C -0.486 -3.798 -2.657
C 2.234 -2.687 -3.119
C 0.202 -2.653 3.151
C 3.065 -5.019 -2.907
C -2.997 3.475 -1.952
C -1.287 -2.987 3.092
C 1.637 -6.891 -2.536
C 3.004 -3.124 -0.036
C -1.484 -4.992 0.239
C 0.546 -6.046 -2.553
C -3.397 2.086 0.042
C -2.872 -2.381 -1.094
C 0.658 -4.641 -2.737
C -1.989 -2.399 1.868
C -1.963 -2.572 4.402
C 4.386 -0.857 -1.700
H -2.506 4.243 -1.352
H -4.058 3.691 -2.103
H 2.198 -3.855 0.037
H 0.739 -3.029 2.278
H -2.074 -1.307 1.968
H 1.483 -7.956 -2.387
H -3.019 -2.775 1.832
H -0.448 -6.460 -2.416
H -0.427 -2.802 -3.084
H 3.875 -3.610 -0.475
H 4.383 -0.139 -2.521
H -3.338 -1.559 -0.553
H -3.022 -2.837 4.393
H -1.449 -4.283 -2.807
H -1.895 -1.488 4.534
H -0.573 -5.585 0.326
H -2.670 -2.068 -2.116
H 3.202 -2.530 -3.602
H -1.495 -3.047 5.271
H 3.790 -7.043 -2.712
H -1.360 -4.080 3.022
H -3.523 1.036 0.301
H -3.536 -3.248 -1.099
H -2.500 3.446 -2.922
H -2.078 -5.094 1.148
H -4.372 2.577 0.060
H 3.251 -2.756 0.962
H 0.377 -1.572 3.200
H 4.059 -4.604 -3.060
H 4.996 -1.720 -1.972
H 0.664 -3.085 4.044
H -2.703 2.557 0.751
H 1.466 -2.225 -3.740
H -2.053 -5.368 -0.611
H -1.291 1.696 -2.541
H 4.812 -0.368 -0.824
*
```

## Properties
- ΔE to the lowest compared entry with this formula, charge and spin: 0.00 kcal per mole
- LUMO level: 0.15099 Ha
- Highest occupied orbital energy: -0.795 eV
- M: 673.18 g/mol
- Total energy: -72250.9198 eV

=====

(2)
Molecular formula: C19H37AlBBeCaCl5F4IN3NaO15
Method: DFT, ωB97M-V with the def2-TZVPD basis set

Structure (ORCA input):
```
! wB97M-V def2-TZVPD RIJCOSX def2/J DEFGRID3
* xyz 1 1
I 2.231 -5.558 -3.825
Ca 1.357 2.651 2.525
Cl -1.343 -4.803 -5.720
Cl 3.457 -2.692 -9.431
Cl -2.603 5.034 7.108
Cl -4.369 2.720 7.008
Cl -1.848 2.693 5.548
Al 2.257 1.872 5.422
Na 6.157 -5.483 -5.228
F 1.539 1.095 3.964
F 3.617 0.861 6.033
F 2.873 3.508 4.988
F 1.000 2.024 6.702
O -2.786 -4.938 -5.770
O -0.849 -4.414 -7.027
O -0.114 -0.898 -10.380
O -3.891 -0.822 1.059
O 0.997 -0.172 -0.233
O 5.894 -4.046 -3.592
O 4.970 -1.097 -0.134
O -3.177 6.351 0.962
O 4.065 0.100 -2.157
O -3.547 4.144 1.474
O -0.751 -6.070 -5.337
O -0.273 -2.840 -9.347
O 1.683 -2.036 -9.546
O -3.458 5.600 3.115
O -0.986 -3.788 -4.748
N 1.897 -4.525 -0.659
N -5.377 0.422 2.190
N 3.689 -2.720 -3.224
C -3.544 3.861 0.077
C -3.196 3.697 6.108
C 4.830 -0.139 2.308
C 4.050 -0.614 0.947
C 4.637 -3.895 -3.144
C 3.147 -2.384 -1.819
C -4.102 0.007 1.942
C -3.368 5.455 1.770
C 3.193 -3.857 -1.124
C -2.993 0.590 2.772
C 1.671 -1.727 -2.242
C 4.207 -4.198 0.110
C -0.833 -1.200 -1.602
C 0.698 -1.413 -0.963
C 3.697 -4.967 -2.269
C 0.470 -1.840 -9.799
C -4.629 7.699 3.454
C -5.833 1.377 3.172
C -3.322 6.940 3.605
B 4.104 -1.155 -1.325
Be -0.625 -1.785 1.310
H 4.090 0.600 2.883
H 4.267 -5.362 0.352
H -3.065 6.867 4.667
H -4.558 8.688 3.916
H -6.066 -0.017 1.589
H -2.494 7.458 3.108
H -5.451 7.147 3.919
H 5.013 -1.078 2.994
H -1.625 -1.749 -0.937
H 3.505 0.344 0.495
H 0.592 -2.280 -0.185
H -3.699 4.119 5.233
H -1.064 -0.031 -1.532
H 3.837 -3.653 1.079
H -4.890 7.830 2.399
H 1.132 -2.591 -2.866
H 1.141 -0.446 0.739
H 1.763 -0.819 -2.974
H -5.015 1.789 3.764
H 5.842 0.422 2.036
H -6.543 0.872 3.831
H -0.877 -1.462 -2.743
H -2.647 4.260 -0.408
H -3.147 0.349 3.827
H 4.270 -5.917 -1.848
H 4.652 -0.014 -2.971
H -4.448 4.268 -0.387
H -6.346 2.185 2.645
H 3.192 -1.405 1.127
H 3.955 -1.906 -3.819
H 0.519 -3.301 -9.002
H 1.091 -4.280 -1.276
H -2.037 0.161 2.456
H -3.547 2.775 -0.050
H 5.325 -3.819 -0.066
H -2.948 1.673 2.631
H 1.708 -4.301 0.350
*
```

## Properties
- LUMO level: -0.23911 Ha
- Highest occupied orbital energy: -9.667 eV
- M: 1037.55 g/mol
- Total energy: -167581.5985 eV

=====

(3)
Molecular formula: C19H37Br15FNO3S
Method: DFT, ωB97M-V with the def2-TZVPD basis set

Structure (ORCA input):
```
! wB97M-V def2-TZVPD RIJCOSX def2/J DEFGRID3
* xyz 0 1
Br 4.295 -5.314 -0.308
Br -2.497 0.762 -3.489
Br -4.608 -1.921 0.451
Br 0.975 4.157 -2.402
Br -0.119 -6.980 3.654
Br -9.176 -4.627 -3.047
Br 2.394 -4.298 3.416
Br -1.109 1.097 0.384
Br 0.719 -4.614 -0.843
Br -5.147 -5.559 0.655
Br -4.574 2.622 -1.083
Br -6.662 -1.945 -3.285
Br -0.526 -2.201 1.919
Br 1.269 2.942 -5.867
Br 2.762 -0.162 1.554
S 5.007 5.593 2.742
F 4.226 6.781 1.754
O 6.065 6.267 3.659
O 3.882 5.089 3.728
O 7.895 2.578 3.336
N 5.554 4.181 1.887
C -0.279 3.677 -4.936
C 0.545 -5.774 5.036
C 0.118 4.815 -4.025
C -1.967 0.279 1.933
C -8.289 -2.031 -2.212
C -3.437 -3.382 -0.095
C 0.768 -4.384 4.489
C -0.973 -0.500 2.762
C 4.448 2.213 0.629
C -8.512 -3.421 -1.665
C -3.558 3.278 -2.612
C 3.387 1.745 1.826
C 2.254 -3.422 -1.001
C 4.678 3.857 0.673
C 3.441 -4.135 -1.606
C 7.649 2.761 2.015
C 7.007 4.218 1.498
C -3.637 2.318 -3.776
C -4.225 -4.516 -0.710
H 1.450 -6.228 5.447
H 3.873 1.859 2.906
H 3.942 1.850 -0.383
H -7.607 -3.875 -1.254
H 3.611 4.340 0.791
H 7.200 4.294 0.326
H 5.129 4.225 -0.344
H 1.919 -2.611 -1.653
H 0.813 5.520 -4.490
H -3.257 2.786 -4.688
H 5.448 1.599 0.734
H -0.032 0.033 2.924
H -9.108 -1.677 -2.846
H -8.131 -1.317 -1.399
H -0.758 2.847 -4.408
H 7.853 1.915 1.202
H -9.290 -3.413 -0.897
H 2.451 -3.022 -0.003
H 0.925 -3.670 5.302
H -4.648 1.943 -3.960
H -4.018 4.236 -2.870
H -2.867 -3.680 0.789
H 3.183 -4.749 -2.473
H 2.403 2.407 1.779
H 4.216 -3.419 -1.892
H -0.051 -4.030 3.855
H -1.405 -0.767 3.731
H -4.984 -4.180 -1.421
H -2.790 -0.333 1.555
H 7.654 5.050 2.000
H -2.376 1.115 2.506
H -2.536 3.454 -2.264
H -2.757 -2.943 -0.829
H -0.233 -5.766 5.804
H -0.766 5.359 -3.680
H -0.946 4.031 -5.727
H -3.556 -5.224 -1.207
*
```

## Properties
- LUMO level: -0.04954 Ha
- Highest occupied orbital energy: -9.856 eV
- M: 1577.13 g/mol
- SMILES string: O=CCN(CCCBr)S(=O)(=O)F.BrCCBr.BrCCBr.BrCCBr.BrCCBr.BrCCBr.BrCCBr.BrCCBr
- Total energy: -1092120.8532 eV

=====

> Look up the highest occupied orbital energy of the first one.

-0.795 eV

=====

> What is the highest occupied orbital energy in the third record?

-9.856 eV